# 1
{
  "formula": "C32H46Cl2O5P4Re",
  "method": "ωB97M-V/def2-TZVPD",
  "species": ["P", "C", "C", "H", "C", "H", "C", "H", "C", "H", "C", "H", "C", "C", "H", "C", "H", "C", "H", "C", "H", "C", "H", "C", "C", "H", "C", "H", "C", "H", "C", "H", "C", "H", "Re", "C", "C", "H", "C", "O", "H", "C", "H", "C", "Cl", "P", "P", "C", "H", "H", "H", "C", "H", "H", "H", "C", "H", "H", "H", "C", "H", "H", "H", "C", "H", "H", "H", "C", "H", "H", "H", "P", "C", "C", "H", "H", "H", "H", "H", "H", "C", "H", "H", "H", "H", "O", "Cl", "O", "O", "O"],
  "xyz": [[0.1305, 2.6529, -1.0484], [1.3376, 3.8942, -1.7492], [1.4532, 4.2294, -3.1081], [0.9241, 3.6546, -3.8642], [2.2275, 5.3227, -3.5106], [2.2667, 5.5968, -4.5646], [2.9445, 6.0634, -2.5694], [3.5388, 6.9265, -2.8785], [2.9061, 5.6877, -1.2191], [3.4821, 6.2480, -0.4766], [2.1260, 4.5997, -0.8134], [2.1053, 4.3032, 0.2394], [-0.4915, 1.9838, -2.6643], [0.2782, 0.9598, -3.2554], [1.1016, 0.5098, -2.6919], [0.0112, 0.5362, -4.5602], [0.6383, -0.2371, -5.0138], [-1.0472, 1.1035, -5.2818], [-1.2399, 0.7810, -6.3078], [-1.8508, 2.0723, -4.6793], [-2.6837, 2.5081, -5.2291], [-1.5888, 2.4938, -3.3737], [-2.2354, 3.2411, -2.9210], [-1.2534, 3.8704, -0.7357], [-1.2878, 5.1919, -1.2125], [-0.4121, 5.6314, -1.6842], [-2.4497, 5.9635, -1.1089], [-2.4646, 6.9737, -1.5177], [-3.5863, 5.4416, -0.4892], [-4.5032, 6.0319, -0.4252], [-3.5421, 4.1544, 0.0627], [-4.4218, 3.7438, 0.5670], [-2.3768, 3.3838, -0.0317], [-2.3336, 2.3965, 0.4393], [1.2093, -1.3895, 1.7232], [-0.2704, -2.7554, 1.2150], [-1.0915, -2.4987, 0.1602], [-0.4012, -3.6960, 1.7710], [-0.9382, -1.1550, -0.4935], [-2.1337, -0.3762, -0.2164], [-2.1804, 0.3939, -0.8146], [0.2435, -0.4995, 0.1486], [-0.7815, -1.2605, -1.5775], [0.8491, 0.5452, 0.5844], [3.0310, -0.2263, 2.7128], [-0.0831, -0.8480, 3.6476], [3.0245, -2.3619, 0.4618], [0.8274, -0.7592, 5.2163], [1.8190, -0.3269, 5.0388], [0.9458, -1.7738, 5.6210], [0.2589, -0.1279, 5.9139], [-0.9720, 0.7184, 3.5198], [-1.7041, 0.6622, 2.7014], [-0.2564, 1.5248, 3.3093], [-1.4893, 0.9130, 4.4721], [-1.3583, -2.0753, 4.0598], [-0.8553, -2.9883, 4.4128], [-1.9614, -2.2997, 3.1721], [-2.0035, -1.6681, 4.8493], [4.3450, -3.1354, 1.4537], [4.0287, -4.1335, 1.7795], [4.5449, -2.5205, 2.3392], [5.2501, -3.2078, 0.8376], [2.4409, -3.7699, -0.5205], [1.5465, -3.4804, -1.0845], [2.1839, -4.5930, 0.1616], [3.2316, -4.0855, -1.2142], [3.9169, -1.2383, -0.6425], [4.3480, -0.4179, -0.0543], [3.2312, -0.8244, -1.3921], [4.7187, -1.7987, -1.1449], [-2.4258, -3.6542, -0.2718], [-2.0597, -5.2689, 0.4002], [-2.5100, -3.7249, -2.0545], [-1.9828, -5.2252, 1.4958], [-1.1143, -5.6494, -0.0138], [-2.8751, -5.9568, 0.1266], [-2.4951, -2.7086, -2.4716], [-3.4403, -4.2315, -2.3458], [-1.6519, -4.2919, -2.4427], [-3.9240, -2.9953, 0.4472], [-4.0092, -3.3198, 1.4935], [-4.7885, -3.3621, -0.1225], [-3.8773, -1.8984, 0.4034], [1.3581, 1.5082, 0.5984], [0.9545, -4.0125, 4.9410], [2.1368, -3.9394, 4.1119], [3.1233, -3.0623, 4.6907], [2.6634, -5.2408, 3.8258], [1.7002, -3.3468, 2.7375]],
  "atomic_forces_ev_per_a": [[-1.0, 2.7, -2.3], [1.0, -0.2, 0.5], [-0.1, 0.0, 0.1], [0.0, 0.2, 0.1], [0.0, -0.1, 0.3], [0.0, -0.1, 0.3], [-0.1, -0.2, 0.3], [-0.2, -0.3, 0.1], [-0.1, -0.1, 0.0], [-0.2, -0.2, -0.3], [-0.2, 0.1, -0.3], [0.0, 0.2, -0.3], [0.2, -1.0, 0.1], [-0.3, 0.2, -0.1], [-0.1, 0.2, -0.2], [0.0, 0.0, 0.1], [-0.2, 0.3, 0.1], [0.2, 0.0, 0.2], [0.0, 0.1, 0.4], [0.2, -0.2, 0.1], [0.2, -0.1, 0.2], [0.0, 0.0, 0.1], [0.2, -0.1, -0.1], [-0.4, -0.3, 1.0], [0.1, -0.1, -0.1], [-0.2, -0.1, 0.0], [0.0, -0.3, 0.2], [0.0, -0.3, 0.1], [0.1, -0.3, 0.0], [0.3, -0.2, 0.0], [0.1, -0.1, 0.0], [0.3, 0.2, -0.1], [0.0, 0.3, -0.3], [-0.1, 0.2, -0.2], [1.9, -1.0, 1.3], [-1.0, -0.2, -1.0], [0.2, -0.7, 1.0], [0.3, 0.4, -0.2], [-1.0, 0.5, -0.6], [0.6, -0.3, -0.5], [0.1, -0.4, 0.1], [0.3, 1.1, 0.8], [0.0, 0.2, 0.1], [-0.4, -0.9, -1.1], [-0.2, 0.1, -0.1], [-1.1, 0.0, 2.0], [1.2, -1.1, -0.5], [0.3, 0.2, 0.0], [-0.3, -0.1, 0.2], [0.0, 0.4, -0.1], [0.2, -0.2, -0.2], [-0.1, 0.3, -0.2], [0.2, 0.1, 0.2], [-0.2, -0.1, 0.1], [0.2, 0.0, -0.3], [-0.2, -0.1, -0.2], [-0.3, 0.3, -0.1], [0.0, 0.1, 0.3], [0.2, -0.1, -0.1], [-0.1, 0.2, 0.2], [0.1, 0.3, -0.1], [0.1, -0.2, -0.2], [-0.2, 0.0, 0.1], [-0.1, 0.0, -0.4], [0.2, -0.1, 0.0], [0.1, 0.3, -0.2], [-0.2, -0.1, 0.2], [-0.1, 0.1, -0.3], [-0.1, -0.2, -0.1], [0.2, 0.0, 0.1], [-0.2, 0.2, 0.1], [0.8, 0.9, 0.3], [0.0, -0.3, 0.0], [-0.2, -0.1, -0.3], [-0.1, 0.0, -0.3], [-0.3, 0.1, 0.1], [0.2, 0.2, 0.1], [-0.1, -0.3, 0.1], [0.3, 0.1, -0.1], [-0.2, 0.2, 0.1], [-0.5, 0.0, -0.1], [0.0, 0.1, -0.3], [0.1, 0.1, 0.3], [-0.1, -0.3, 0.0], [0.0, -0.7, 0.5], [0.7, 0.1, -0.8], [0.7, 0.0, 1.0], [-0.9, -0.5, -0.8], [-0.5, 1.1, -0.2], [0.1, 0.2, 0.4]],
  "mulliken_spin": [0.2534, 0.0242, 0.0140, 0.0020, -0.0043, 0.0006, 0.0138, 0.0006, -0.0043, -0.0001, 0.0134, -0.0002, 0.0205, 0.0036, 0.0031, -0.0005, 0.0002, 0.0103, 0.0005, -0.0026, 0.0005, 0.0061, 0.0014, 0.0214, 0.0096, 0.0024, -0.0035, 0.0008, 0.0110, 0.0005, -0.0040, 0.0000, 0.0004, 0.0025, 1.9824, 0.1055, 0.0995, -0.0127, 0.0437, 0.0099, -0.0018, -0.0762, 0.0052, 0.1822, 0.1647, 0.0345, 0.0225, 0.0001, 0.0021, 0.0002, -0.0023, 0.0282, -0.0031, 0.0022, 0.0000, 0.0080, -0.0011, 0.0064, -0.0012, -0.0061, 0.0009, 0.0013, -0.0020, 0.0025, 0.0015, 0.0008, -0.0001, 0.0218, 0.0011, -0.0048, 0.0001, 0.0004, 0.0017, 0.0051, -0.0007, -0.0003, -0.0002, -0.0008, 0.0004, -0.0001, 0.0093, 0.0004, 0.0007, -0.0016, -0.0274, 0.0031, -0.0019, 0.0022, 0.0011, -0.0043],
  "s2": 3.80,
  "homo_ev": [-13.397, -13.226],
  "charge": 2,
  "total_energy_ev": -108475.3103,
  "orbital_gap_ha": [0.3029, 0.1705],
  "largest_force_ev_per_a": 3.7,
  "spin_multiplicity": 4
}

---

# 2
{
  "formula": "C32H46ClNO4P4Pt",
  "method": "ωB97M-V/def2-TZVPD",
  "species": ["P", "C", "C", "H", "C", "H", "C", "H", "C", "H", "C", "H", "C", "C", "H", "C", "H", "C", "H", "C", "H", "C", "H", "C", "C", "H", "C", "H", "C", "H", "C", "H", "C", "H", "Pt", "C", "C", "H", "C", "O", "H", "C", "H", "C", "Cl", "P", "P", "C", "H", "H", "H", "C", "H", "H", "H", "C", "H", "H", "H", "C", "H", "H", "H", "C", "H", "H", "H", "C", "H", "H", "H", "P", "C", "C", "H", "H", "H", "H", "H", "H", "C", "H", "H", "H", "H", "O", "N", "O", "O"],
  "xyz": [[1.1537, 0.9491, -1.9379], [2.8734, 1.4419, -2.2479], [3.6050, 0.8391, -3.2708], [3.1829, 0.0214, -3.8372], [4.8881, 1.2767, -3.5582], [5.4514, 0.7991, -4.3478], [5.4478, 2.3194, -2.8345], [6.4499, 2.6579, -3.0590], [4.7178, 2.9303, -1.8249], [5.1480, 3.7445, -1.2589], [3.4337, 2.5005, -1.5323], [2.8825, 2.9958, -0.7464], [0.9104, -0.6269, -2.8024], [1.5988, -1.7432, -2.3254], [2.2914, -1.6397, -1.5025], [1.4029, -2.9822, -2.9124], [1.9427, -3.8425, -2.5417], [0.5266, -3.1143, -3.9822], [0.3827, -4.0803, -4.4469], [-0.1520, -2.0033, -4.4632], [-0.8244, -2.1010, -5.3047], [0.0348, -0.7604, -3.8761], [-0.5113, 0.0962, -4.2380], [0.1616, 2.2276, -2.7597], [0.5941, 2.8049, -3.9520], [1.4994, 2.4606, -4.4331], [-0.1380, 3.8324, -4.5243], [0.1958, 4.2762, -5.4519], [-1.2895, 4.3001, -3.9036], [-1.8526, 5.1081, -4.3499], [-1.7061, 3.7421, -2.7035], [-2.5908, 4.1174, -2.2078], [-0.9815, 2.7077, -2.1313], [-1.2836, 2.2824, -1.1861], [-0.0001, 0.0003, 2.5743], [-1.5535, -1.1443, 2.0869], [-1.8524, -1.3800, 0.7801], [-2.1495, -1.5970, 2.8757], [-0.9174, -0.7650, -0.2116], [-1.5920, -0.0720, -1.2817], [-0.9033, 0.3256, -1.8303], [0.0757, 0.1140, 0.5395], [-0.3522, -1.5396, -0.7374], [0.9552, 0.8541, -0.1938], [1.9652, 1.4789, 2.7921], [-1.3490, 1.9241, 2.9298], [1.5205, -1.8186, 2.6683], [-0.8425, 2.8993, 4.3838], [0.1788, 3.2378, 4.2413], [-0.8682, 2.2574, 5.2583], [-1.5025, 3.7521, 4.5281], [-1.4026, 3.1740, 1.5952], [-2.0278, 2.8122, 0.7825], [-0.3940, 3.3279, 1.2219], [-1.8039, 4.1199, 1.9523], [-3.1132, 1.5618, 3.2460], [-3.1694, 0.8616, 4.0748], [-3.5508, 1.0947, 2.3666], [-3.6729, 2.4613, 3.4930], [2.3098, -2.0208, 4.2977], [1.5819, -2.4315, 4.9897], [2.6123, -1.0441, 4.6618], [3.1740, -2.6784, 4.2311], [0.7659, -3.4524, 2.3435], [0.3655, -3.4690, 1.3324], [-0.0532, -3.5907, 3.0440], [1.4834, -4.2615, 2.4610], [2.9324, -1.7515, 1.5119], [3.2766, -0.7229, 1.4459], [2.6077, -2.0693, 0.5255], [3.7495, -2.3885, 1.8440], [-3.1444, -2.4111, 0.2145], [-3.8109, -3.4077, 1.5677], [-2.5530, -3.5330, -1.0822], [-4.2338, -2.7638, 2.3332], [-3.0228, -4.0088, 2.0108], [-4.5933, -4.0605, 1.1892], [-2.2398, -2.9510, -1.9447], [-3.3402, -4.2196, -1.3831], [-1.7020, -4.0989, -0.7140], [-4.5481, -1.5172, -0.5145], [-4.8930, -0.7596, 0.1839], [-5.3669, -2.1973, -0.7393], [-4.2155, -1.0326, -1.4272], [1.7257, 1.3889, 0.3404], [0.9314, 0.4461, 6.5406], [-0.0001, 0.0003, 5.9443], [-0.9205, -0.4687, 6.5400], [-0.0001, 0.0003, 4.5743]],
  "atomic_forces_ev_per_a": [[1.8, 0.8, -1.1], [-0.2, -0.1, 0.0], [-0.1, -0.1, 0.1], [0.0, 0.0, -0.1], [0.1, 0.0, 0.0], [0.0, 0.0, 0.0], [-0.1, -0.1, 0.0], [0.0, 0.0, 0.0], [0.0, 0.0, 0.1], [0.0, 0.0, 0.0], [0.0, 0.0, 0.0], [-0.1, 0.1, 0.1], [-0.1, 0.0, 0.2], [0.0, -0.1, -0.1], [0.1, 0.0, 0.1], [0.1, 0.0, 0.1], [0.0, 0.0, 0.0], [0.0, 0.1, 0.0], [0.0, 0.0, 0.0], [0.0, 0.0, -0.1], [0.0, 0.0, 0.0], [0.1, 0.0, 0.1], [-0.1, 0.1, -0.1], [-0.1, -0.1, 0.3], [0.0, -0.1, -0.2], [0.1, 0.0, 0.0], [0.0, -0.1, 0.0], [0.0, 0.0, 0.0], [0.0, -0.1, 0.1], [0.0, 0.0, 0.0], [0.0, 0.0, 0.0], [0.0, 0.0, 0.0], [0.0, 0.3, 0.1], [-0.1, 0.1, 0.0], [1.2, 1.0, -2.0], [-0.9, -0.7, -1.0], [0.7, 0.8, 1.0], [0.0, 0.0, 0.1], [1.3, 0.7, 0.0], [-0.7, 0.0, 0.7], [-0.8, -0.3, -0.2], [-5.0, -3.7, 1.0], [0.2, -0.6, 0.1], [3.8, 2.8, -3.5], [-0.4, -0.3, -0.1], [-1.0, 1.2, 0.3], [0.6, -1.2, 0.3], [0.1, -0.4, -0.2], [0.1, 0.1, 0.0], [-0.1, 0.1, 0.2], [-0.1, 0.0, 0.0], [0.2, -0.5, 0.0], [-0.1, -0.1, -0.1], [0.1, 0.1, -0.1], [0.0, 0.0, 0.1], [0.4, -0.1, -0.1], [-0.1, -0.1, 0.2], [0.0, 0.0, -0.1], [0.0, 0.1, 0.0], [-0.3, 0.2, -0.2], [-0.1, -0.1, 0.2], [0.1, 0.1, 0.1], [0.0, -0.1, 0.0], [0.1, 0.4, 0.0], [0.0, 0.0, -0.1], [-0.1, -0.1, 0.1], [0.1, 0.0, 0.0], [-0.4, 0.4, 0.0], [0.1, 0.1, 0.0], [-0.1, -0.1, -0.1], [-0.1, -0.1, 0.1], [-1.3, -0.9, -0.4], [0.3, 0.3, -0.2], [0.1, 0.3, 0.4], [-0.1, 0.1, 0.1], [0.1, -0.1, 0.0], [0.0, 0.0, -0.1], [0.0, 0.1, -0.1], [-0.1, 0.0, 0.1], [0.1, -0.1, 0.0], [0.5, 0.1, 0.2], [-0.1, 0.1, 0.1], [0.0, -0.2, 0.0], [0.1, 0.1, -0.1], [0.3, 0.2, 0.0], [1.6, 0.9, -1.3], [0.7, 0.0, 2.5], [-1.9, -0.9, -1.3], [-0.5, -0.5, 3.9]],
  "mulliken_spin": [0.2448, 0.0379, 0.0016, 0.0034, 0.0003, -0.0002, 0.0069, 0.0006, 0.0058, 0.0002, -0.0034, 0.0087, -0.0043, 0.0385, -0.0032, 0.0038, 0.0007, 0.0035, -0.0001, -0.0019, 0.0002, 0.0206, 0.0014, -0.0409, -0.0020, 0.0007, 0.0057, 0.0002, 0.0035, 0.0003, 0.0089, 0.0003, -0.0147, 0.0714, 0.7529, -0.0255, 0.1391, -0.0048, 0.2445, 0.0660, -0.0703, 0.5803, 0.0571, 0.8572, 0.0882, 0.0819, 0.0503, 0.0057, -0.0006, 0.0004, 0.0034, 0.0397, 0.0001, -0.0096, 0.0007, 0.0081, -0.0014, -0.0028, 0.0029, 0.0070, -0.0018, -0.0003, 0.0035, 0.0157, -0.0039, -0.0024, 0.0030, 0.0297, -0.0046, -0.0092, 0.0008, 0.0088, 0.0034, 0.0077, -0.0003, 0.0000, -0.0002, -0.0012, 0.0007, -0.0036, 0.0012, 0.0001, 0.0000, 0.0000, 0.0422, 0.0799, 0.0759, 0.1019, 0.3831],
  "s2": 6.02,
  "homo_ev": [-10.720, -14.224],
  "charge": 2,
  "total_energy_ev": -96512.2203,
  "orbital_gap_ha": [0.2177, 0.2128],
  "largest_force_ev_per_a": 6.3,
  "relative_energy_kcal_mol": 0.0,
  "spin_multiplicity": 5
}